Entry 1:
Below is a cluster of 8 separate species, C51H114F12N6P2 in total, with properties calculated with ωB97M-V with the def2-TZVPD basis set.

Geometry (Å):
C1 30.244 4.281 5.747
C2 29.235 3.572 6.735
C3 28.225 2.717 5.979
C4 27.089 3.670 5.343
N1 25.979 2.926 4.459
C5 24.744 3.863 4.096
C6 24.779 3.864 2.541
C7 25.514 2.589 2.061
C8 26.652 2.597 3.052
C9 25.432 1.601 5.128
H1 30.978 3.530 5.454
H2 30.807 4.988 6.356
H3 29.815 4.757 4.866
H4 28.652 4.236 7.373
H5 29.742 2.947 7.470
H6 27.837 1.969 6.670
H7 28.693 2.085 5.224
H8 27.524 4.418 4.679
H9 26.692 4.270 6.162
H10 23.918 3.226 4.414
H11 24.575 4.850 4.528
H12 23.741 3.872 2.208
H13 25.224 4.816 2.254
H14 25.082 1.589 2.022
H15 25.900 2.785 1.060
H16 27.117 1.611 3.038
H17 27.325 3.348 2.638
H18 25.169 1.805 6.166
H19 26.094 0.735 5.113
H20 24.466 1.314 4.713
C10 20.676 4.713 -8.991
C11 19.565 5.646 -8.671
C12 18.670 5.239 -7.394
C13 19.513 4.984 -6.124
N2 18.747 4.542 -4.881
C14 19.649 4.629 -3.564
C15 19.404 3.494 -2.649
C16 18.771 2.428 -3.524
C17 18.484 3.016 -4.958
C18 17.486 5.348 -4.565
H21 20.873 4.601 -10.057
H22 20.619 3.642 -8.792
H23 21.676 4.967 -8.642
H24 18.904 5.647 -9.538
H25 19.825 6.704 -8.642
H26 18.270 4.268 -7.686
H27 17.825 5.926 -7.356
H28 19.937 5.915 -5.748
H29 20.239 4.198 -6.333
H30 19.603 5.594 -3.059
H31 20.672 4.528 -3.926
H32 18.845 3.892 -1.802
H33 20.334 3.107 -2.232
H34 17.810 2.118 -3.113
H35 19.403 1.547 -3.633
H36 17.505 2.736 -5.347
H37 19.139 2.481 -5.647
H38 17.184 5.167 -3.533
H39 16.674 5.145 -5.263
H40 17.642 6.403 -4.790
C19 26.346 10.667 -8.176
C20 25.285 11.632 -8.003
C21 24.455 11.364 -6.775
C22 25.196 11.094 -5.437
N3 24.320 11.289 -4.122
C23 23.726 12.713 -3.920
C24 23.438 12.725 -2.343
C25 24.514 11.840 -1.704
C26 25.204 10.991 -2.826
C27 23.093 10.259 -4.142
H41 26.033 9.625 -8.109
H42 27.132 10.762 -7.427
H43 26.689 10.904 -9.184
H44 24.653 11.682 -8.890
H45 25.578 12.681 -7.961
H46 23.725 10.695 -7.230
H47 23.809 12.232 -6.642
H48 26.013 11.798 -5.281
H49 25.641 10.099 -5.467
H50 22.815 12.952 -4.467
H51 24.516 13.331 -4.348
H52 22.466 12.362 -2.009
H53 23.515 13.685 -1.832
H54 24.110 11.293 -0.852
H55 25.165 12.576 -1.232
H56 25.243 9.902 -2.829
H57 26.131 11.437 -3.185
H58 23.523 9.281 -4.360
H59 22.374 10.545 -4.910
H60 22.673 10.272 -3.137
C28 13.585 3.901 2.666
C29 13.708 4.878 3.846
C30 15.046 4.576 4.630
N4 15.256 5.561 5.857
C31 15.647 6.951 5.316
C32 16.417 4.927 6.718
C33 16.186 5.718 8.031
C34 14.728 5.692 8.289
C35 14.008 5.723 6.854
H61 13.254 2.940 3.060
H62 14.574 3.736 2.238
H63 12.848 4.240 1.938
H64 12.812 4.814 4.463
H65 13.767 5.936 3.591
H66 15.948 4.610 4.019
H67 14.937 3.580 5.058
H68 14.751 7.223 4.759
H69 16.559 6.800 4.738
H70 15.800 7.612 6.170
H71 17.352 5.041 6.171
H72 16.250 3.850 6.759
H73 16.649 6.686 7.839
H74 16.751 5.254 8.840
H75 14.323 6.339 9.068
H76 14.558 4.696 8.696
H77 13.498 6.633 6.537
H78 13.497 4.768 6.735
C36 13.352 16.236 -1.563
C37 14.450 15.456 -0.879
C38 14.521 14.009 -1.502
N5 15.739 13.204 -1.066
C39 15.823 13.020 0.493
C40 17.071 13.655 -1.604
C41 17.112 13.100 -3.064
C42 16.598 11.701 -2.923
C43 15.737 11.803 -1.756
H79 13.801 16.578 -2.496
H80 13.212 17.171 -1.021
H81 12.438 15.698 -1.812
H82 14.131 15.269 0.147
H83 15.379 16.022 -0.812
H84 14.425 14.095 -2.584
H85 13.726 13.361 -1.132
H86 16.608 12.317 0.772
H87 14.895 12.477 0.676
H88 15.832 14.056 0.833
H89 17.719 13.202 -0.853
H90 17.072 14.740 -1.496
H91 18.094 13.147 -3.537
H92 16.398 13.656 -3.671
H93 17.346 10.932 -2.729
H94 16.050 11.316 -3.783
H95 16.027 11.143 -0.939
H96 14.736 11.411 -1.935
C44 21.780 9.629 7.845
C45 21.322 10.920 7.238
C46 22.493 11.822 6.941
N6 22.103 13.264 6.495
C47 21.416 13.431 5.146
C48 21.092 13.970 7.505
C49 21.484 15.436 7.476
C50 23.005 15.388 7.463
C51 23.348 14.190 6.596
H97 22.243 9.808 8.815
H98 22.557 9.275 7.166
H99 21.049 8.821 7.874
H100 20.526 11.376 7.827
H101 20.658 10.720 6.397
H102 23.169 11.565 6.126
H103 23.098 11.886 7.845
H104 22.005 12.973 4.351
H105 21.069 14.425 4.862
H106 20.496 12.848 5.092
H107 20.031 13.740 7.413
H108 21.396 13.507 8.444
H109 21.036 15.950 6.625
H110 21.034 15.844 8.381
H111 23.423 16.341 7.138
H112 23.381 15.090 8.442
H113 23.640 14.501 5.593
H114 24.166 13.682 7.107
P1 20.287 8.373 1.523
F1 19.225 9.221 2.443
F2 21.479 9.252 2.165
F3 20.547 7.334 2.761
F4 21.281 7.605 0.550
F5 19.076 7.376 1.030
F6 20.044 9.512 0.314
P2 27.549 9.393 3.641
F7 26.095 8.839 3.575
F8 27.085 10.725 4.476
F9 27.825 8.711 5.146
F10 29.149 9.839 3.723
F11 28.026 7.951 2.807
F12 27.296 10.164 2.230

Summary:
frontier orbital gap: 0.3107 hartree
net charge: +4

***

Entry 2:
Below is a cluster of 17 separate species, C51H119N17O17 in total, with properties calculated with ωB97M-V with the def2-TZVPD basis set.

Geometry (Å):
C1 -3.112 2.509 2.295
C2 -3.441 2.565 0.838
O1 -2.645 2.046 0.020
N1 -4.602 3.155 0.473
C3 -4.935 3.279 -0.961
H1 -3.415 3.388 2.888
H2 -2.041 2.325 2.463
H3 -3.634 1.662 2.662
H4 -5.119 3.764 1.088
H5 -4.212 3.958 -1.371
H6 -5.948 3.690 -1.110
H7 -4.916 2.314 -1.495
C4 -0.331 -4.092 -5.055
C5 0.448 -4.440 -6.219
O2 1.690 -4.279 -6.362
N2 -0.243 -4.972 -7.222
C6 0.350 -5.317 -8.485
H8 -0.668 -4.991 -4.521
H9 -1.217 -3.544 -5.396
H10 0.283 -3.504 -4.355
H11 -1.227 -5.118 -7.074
H12 -0.430 -5.798 -9.070
H13 1.237 -5.975 -8.402
H14 0.602 -4.443 -9.102
C7 0.007 8.377 -1.334
C8 -0.908 7.178 -1.236
O3 -1.450 6.604 -2.197
N3 -0.981 6.700 0.015
C9 -1.952 5.574 0.290
H15 0.639 8.444 -0.445
H16 -0.619 9.206 -1.538
H17 0.549 8.200 -2.267
H18 -0.721 7.292 0.802
H19 -1.748 4.694 -0.298
H20 -2.945 5.983 0.115
H21 -1.919 5.363 1.376
C10 -5.887 -0.809 1.559
C11 -5.952 -0.957 0.065
O4 -6.942 -1.372 -0.520
N4 -4.829 -0.545 -0.610
C12 -4.692 -0.777 -2.046
H22 -5.212 -1.554 1.988
H23 -6.882 -0.808 1.945
H24 -5.469 0.183 1.825
H25 -4.063 -0.111 -0.145
H26 -5.363 -0.159 -2.668
H27 -4.983 -1.803 -2.283
H28 -3.667 -0.705 -2.383
C13 2.440 5.722 -2.073
C14 2.885 4.311 -1.825
O5 2.995 3.801 -0.712
N5 3.093 3.506 -2.915
C15 3.562 2.128 -2.739
H29 1.533 5.894 -1.488
H30 2.226 5.891 -3.109
H31 3.203 6.475 -1.817
H32 2.890 3.899 -3.827
H33 3.910 1.746 -3.698
H34 2.797 1.470 -2.363
H35 4.367 2.164 -1.988
C16 -1.764 1.798 6.145
C17 -0.653 1.295 5.310
O6 -0.115 2.082 4.513
N6 -0.409 -0.006 5.410
C18 0.666 -0.600 4.584
H36 -1.804 2.853 6.030
H37 -1.530 1.620 7.198
H38 -2.687 1.324 5.787
H39 -0.812 -0.525 6.167
H40 0.730 -0.044 3.634
H41 0.427 -1.663 4.410
H42 1.611 -0.518 5.083
C19 5.597 1.349 1.728
C20 4.442 2.015 2.455
O7 3.940 1.464 3.443
N7 3.984 3.201 1.952
C21 2.856 3.804 2.524
H43 6.006 1.876 0.863
H44 5.285 0.309 1.445
H45 6.362 1.160 2.501
H46 4.336 3.640 1.096
H47 3.125 4.586 3.227
H48 2.264 3.037 3.032
H49 2.250 4.198 1.731
C22 3.090 -5.977 1.358
C23 1.836 -5.868 0.501
O8 1.155 -6.867 0.178
N8 1.498 -4.646 0.115
C24 0.483 -4.362 -0.836
H50 3.864 -6.374 0.695
H51 2.911 -6.766 2.129
H52 3.381 -5.028 1.785
H53 2.199 -3.934 0.395
H54 0.272 -3.283 -0.820
H55 -0.427 -4.963 -0.590
H56 0.744 -4.617 -1.878
C25 -4.360 -4.619 -4.107
C26 -3.423 -3.522 -3.700
O9 -2.594 -3.603 -2.776
N9 -3.338 -2.391 -4.434
C27 -4.180 -2.058 -5.561
H57 -4.250 -5.450 -3.411
H58 -4.151 -4.949 -5.108
H59 -5.382 -4.204 -4.144
H60 -2.604 -1.758 -4.121
H61 -3.960 -1.012 -5.810
H62 -5.228 -2.136 -5.322
H63 -3.992 -2.720 -6.423
C28 1.626 8.655 4.041
C29 0.719 7.566 3.514
O10 0.040 7.760 2.512
N10 0.891 6.385 4.054
C30 0.014 5.239 3.802
H64 2.573 8.578 3.483
H65 1.836 8.552 5.118
H66 1.244 9.662 3.912
H67 1.420 6.353 4.933
H68 -0.163 5.223 2.718
H69 -0.920 5.391 4.294
H70 0.510 4.352 4.168
C31 -4.303 -3.827 0.586
C32 -3.929 -5.242 0.334
O11 -4.438 -6.132 1.033
N11 -3.076 -5.427 -0.700
C33 -2.422 -6.709 -0.938
H71 -3.815 -3.062 0.001
H72 -4.107 -3.648 1.631
H73 -5.397 -3.743 0.407
H74 -2.787 -4.600 -1.200
H75 -2.912 -7.494 -0.350
H76 -1.451 -6.599 -0.494
H77 -2.350 -6.980 -1.975
C34 -2.254 -0.845 2.603
C35 -2.291 -2.361 2.966
O12 -3.072 -2.875 3.755
N12 -1.339 -3.063 2.378
C36 -1.120 -4.509 2.427
H78 -1.294 -0.552 2.115
H79 -2.354 -0.231 3.512
H80 -3.047 -0.570 1.906
H81 -0.620 -2.556 1.847
H82 -2.018 -4.956 2.832
H83 -0.340 -4.741 3.117
H84 -0.897 -4.862 1.419
C37 0.122 1.118 -5.081
C38 -0.935 1.007 -4.057
O13 -1.710 0.045 -4.151
N13 -1.129 1.907 -2.990
C39 -0.167 2.931 -2.649
H85 -0.164 1.800 -5.868
H86 0.288 0.135 -5.486
H87 1.052 1.517 -4.711
H88 -1.949 1.661 -2.441
H89 -0.668 3.753 -2.116
H90 0.290 3.378 -3.524
H91 0.681 2.513 -2.067
C40 3.723 -1.994 -6.246
C41 3.097 -1.374 -5.021
O14 2.958 -0.149 -5.000
N14 2.735 -2.148 -4.022
C42 1.853 -1.633 -2.941
H92 3.772 -3.094 -6.099
H93 4.686 -1.586 -6.500
H94 3.083 -1.922 -7.145
H95 2.735 -3.148 -4.159
H96 2.430 -0.986 -2.308
H97 1.401 -2.492 -2.377
H98 1.062 -1.019 -3.339
C43 2.801 -2.088 2.624
C44 3.934 -2.560 1.814
O15 4.821 -3.246 2.341
N15 3.990 -2.200 0.523
C45 5.184 -2.520 -0.230
H99 3.181 -1.305 3.321
H100 2.320 -2.878 3.186
H101 2.050 -1.595 2.004
H102 3.256 -1.643 0.096
H103 5.069 -2.065 -1.209
H104 5.311 -3.586 -0.344
H105 6.032 -2.135 0.383
C46 4.891 -1.385 6.306
C47 3.856 -0.546 7.078
O16 3.503 -0.745 8.238
N16 3.422 0.555 6.468
C48 2.451 1.442 7.130
H106 5.858 -0.958 6.592
H107 4.782 -1.326 5.212
H108 4.682 -2.417 6.594
H109 3.739 0.772 5.549
H110 1.836 0.933 7.875
H111 1.803 1.905 6.365
H112 2.936 2.256 7.709
C49 -1.197 -0.913 -0.623
C50 0.145 -0.515 0.003
O17 1.084 -1.305 0.181
N17 0.176 0.779 0.367
C51 1.276 1.443 1.044
H113 -1.117 -1.236 -1.654
H114 -1.902 -0.103 -0.692
H115 -1.642 -1.739 -0.060
H116 -0.711 1.284 0.294
H117 1.036 1.636 2.115
H118 1.569 2.382 0.584
H119 2.135 0.732 0.985

Summary:
frontier orbital gap: 0.3222 hartree
ΔE to the lowest compared entry with this formula, charge and spin: 0.0 kcal/mol